{"formula": "C23H40NO2P3Pd", "method": "ωB97M-V/def2-TZVPD", "symbols": ["P", "C", "H", "H", "H", "C", "H", "H", "H", "C", "H", "H", "H", "P", "C", "H", "H", "H", "C", "H", "H", "H", "C", "H", "H", "H", "P", "C", "H", "H", "H", "C", "H", "H", "H", "C", "H", "H", "H", "Pd", "C", "O", "C", "O", "C", "C", "C", "C", "C", "C", "H", "H", "H", "H", "H", "H", "N", "C", "C", "C", "C", "C", "C", "H", "H", "H", "H", "H", "H", "H"], "positions_angstrom": [[-2.403914, 0.349961, 1.650451], [-2.396967, -0.527090, 3.252126], [-3.412235, -0.483518, 3.672990], [-1.698499, -0.045490, 3.952377], [-2.106091, -1.576332, 3.110252], [-2.744275, 2.064572, 2.170701], [-3.126604, 2.669673, 1.342343], [-1.815645, 2.517968, 2.541927], [-3.489205, 2.042662, 2.978286], [-4.000881, -0.164934, 0.960019], [-4.784570, 0.078194, 1.687746], [-3.986653, -1.246340, 0.782338], [-4.191473, 0.357755, 0.016905], [-0.619251, -1.544237, -2.706572], [-0.178572, -3.271671, -2.310084], [-0.156477, -3.839132, -3.255053], [-0.922330, -3.725246, -1.641231], [0.817402, -3.299515, -1.849758], [-2.269096, -1.765426, -3.453485], [-2.604607, -0.840145, -3.936528], [-2.976142, -2.061827, -2.666224], [-2.199887, -2.568461, -4.200847], [0.470543, -1.227516, -4.133688], [0.170290, -1.902468, -4.947839], [1.505893, -1.440606, -3.833647], [0.381135, -0.184819, -4.460472], [2.528588, 1.754155, -0.295255], [4.033514, 1.094042, 0.437355], [4.795135, 1.889276, 0.440604], [4.410751, 0.247128, -0.150797], [3.873309, 0.762271, 1.473894], [2.955690, 2.531068, -1.842897], [3.870866, 3.119429, -1.701242], [2.153199, 3.193006, -2.181891], [3.133442, 1.763769, -2.606057], [1.854323, 2.956795, 0.827534], [2.578565, 3.775491, 0.909681], [1.700275, 2.544623, 1.827673], [0.909651, 3.366865, 0.471680], [-0.611818, 0.438494, -1.281707], [-1.122217, -0.899608, 0.121741], [-0.996785, -2.012789, 0.488778], [1.428220, 0.319004, -0.852442], [2.041317, -0.734865, -1.019310], [-0.353616, 2.411664, -2.806654], [-0.488534, 3.227870, -1.678776], [-1.602260, 3.093488, -0.851521], [-2.661972, 2.268417, -1.227149], [-2.532549, 1.420075, -2.335043], [-1.396334, 1.537141, -3.176238], [0.534243, 2.469272, -3.438158], [0.239836, 4.017788, -1.481357], [-1.674078, 3.697139, 0.055639], [-3.614534, 2.317707, -0.695939], [-3.333328, 0.725889, -2.590556], [-1.345009, 0.989706, -4.113937], [1.154225, -0.324434, 2.471056], [1.661406, -1.508047, 2.917374], [1.045801, -2.183854, 3.997291], [1.516597, -3.431993, 4.403489], [2.637904, -4.001454, 3.781188], [3.265800, -3.324390, 2.726377], [2.769388, -2.104220, 2.277072], [0.393820, 0.148012, 2.942014], [1.435604, 0.068258, 1.577215], [0.179377, -1.712763, 4.470669], [1.008749, -3.957786, 5.215333], [3.016368, -4.970832, 4.113759], [4.144590, -3.747104, 2.243017], [3.200590, -1.599714, 1.413457]], "forces_ev_per_angstrom": [[-3.0, 1.0, 2.4], [1.0, -0.4, -0.1], [0.2, 0.1, -0.2], [-0.3, -0.1, -0.1], [-0.2, 0.2, 0.1], [0.8, 0.5, -0.4], [0.0, -0.2, 0.3], [-0.3, 0.1, 0.1], [0.1, -0.2, -0.1], [0.5, -0.5, -0.9], [0.2, 0.0, 0.0], [-0.2, 0.2, 0.0], [-0.1, -0.2, 0.2], [-0.1, -1.4, -1.8], [0.1, 0.1, 0.6], [0.0, 0.3, 0.3], [0.3, 0.1, -0.2], [-0.3, -0.1, -0.1], [0.0, 0.2, 0.3], [-0.1, -0.4, 0.0], [0.0, 0.1, -0.3], [-0.1, 0.2, 0.2], [0.1, 0.3, 0.3], [0.1, 0.2, 0.2], [-0.2, 0.1, -0.2], [0.2, -0.3, -0.1], [1.4, 0.2, -0.2], [0.1, -0.3, 0.1], [-0.2, -0.2, 0.0], [-0.1, 0.2, 0.0], [0.0, 0.2, -0.3], [0.0, 0.2, -0.4], [-0.1, -0.1, 0.0], [0.3, -0.1, 0.1], [0.1, 0.1, 0.1], [-0.6, 0.1, 0.3], [0.0, -0.1, 0.0], [0.1, 0.0, 0.0], [0.1, 0.0, 0.0], [0.2, 0.1, 0.0], [0.8, -4.9, 0.7], [-0.5, 3.9, -0.9], [1.4, -2.6, -0.2], [-1.4, 2.6, 0.5], [0.0, 0.1, -0.5], [0.2, 0.2, 0.0], [-0.1, 0.7, 0.1], [-0.2, -0.3, 0.0], [-0.4, 0.4, -0.5], [-0.2, 0.0, 0.3], [-0.4, 0.2, 0.0], [-0.2, -0.4, 0.0], [-0.1, 0.0, -0.4], [0.4, -0.1, -0.1], [0.1, 0.4, -0.1], [0.0, 0.1, 0.2], [0.2, -0.6, -0.1], [-0.5, 0.6, -0.3], [-0.2, -1.1, 1.0], [-1.1, 1.3, 0.2], [0.1, -0.4, 0.2], [0.1, 1.3, -1.0], [0.9, -1.1, -0.3], [0.2, -0.2, 0.2], [0.1, -0.3, 0.5], [0.3, -0.3, 0.0], [0.2, 0.2, -0.3], [-0.1, 0.3, -0.1], [-0.2, 0.0, 0.1], [0.1, -0.2, 0.2]], "nbo_charge": [1.302, -0.969, 0.312, 0.256, 0.274, -0.959, 0.261, 0.262, 0.310, -0.967, 0.309, 0.279, 0.260, 1.066, -0.947, 0.290, 0.265, 0.265, -0.954, 0.242, 0.257, 0.291, -0.951, 0.288, 0.271, 0.237, 1.420, -0.980, 0.313, 0.299, 0.268, -0.967, 0.314, 0.265, 0.291, -0.989, 0.322, 0.270, 0.267, 0.552, 0.357, -0.416, 0.065, -0.495, -0.215, -0.234, -0.147, -0.221, -0.251, -0.221, 0.268, 0.257, 0.245, 0.257, 0.275, 0.277, -0.701, 0.357, -0.220, -0.154, 0.007, -0.150, -0.231, 0.410, 0.389, 0.234, 0.280, 0.277, 0.275, 0.231], "orbital_gap_ev": [6.990, 5.114], "spin_multiplicity": 5, "relative_energy_kj_mol": 0.0, "total_energy_ha": -2255.94850, "total_charge": 4}